i.
DFT (ωB97M-V with the def2-TZVPD basis set) results for a 10-piece molecular cluster, C18H56O10 overall.

Last column: Löwdin charge in e.
Geometry (Å):
C (4.4763, 2.8804, -3.7707)  -0.060
C (3.9809, 2.9933, -2.3500)  -0.462
C (2.5373, 2.6324, -2.2447)  -0.053
O (4.7137, 2.0373, -1.5354)  -0.074
H (4.5637, 1.8654, -4.1416)  0.065
H (5.4457, 3.3869, -3.8860)  0.082
H (3.8361, 3.4742, -4.4364)  0.088
H (4.2291, 3.9910, -1.9807)  0.139
H (2.3681, 1.6148, -2.6252)  0.072
H (1.9187, 3.2605, -2.8965)  0.096
H (2.0713, 2.6634, -1.2684)  0.076
H (5.6434, 2.2679, -1.6553)  0.096
C (-4.0689, 0.7530, -1.9344)  -0.055
C (-5.0877, -0.3102, -2.3168)  -0.484
C (-5.3809, -1.2371, -1.1293)  -0.071
O (-6.2775, 0.2902, -2.8831)  -0.045
H (-3.1611, 0.2845, -1.5522)  0.062
H (-4.4974, 1.3889, -1.1584)  0.080
H (-3.7797, 1.3210, -2.8187)  0.083
H (-4.5798, -0.9940, -3.0338)  0.133
H (-4.4387, -1.5855, -0.6943)  0.064
H (-5.8323, -2.1836, -1.4642)  0.078
H (-6.0221, -0.7739, -0.3760)  0.082
H (-7.0353, -0.2507, -2.6321)  0.080
C (0.9893, -1.8628, -3.9918)  -0.065
C (2.4124, -1.6997, -3.4550)  -0.494
C (3.1131, -0.6866, -4.2809)  -0.069
O (2.3039, -1.1622, -2.1583)  -0.057
H (1.0037, -2.2417, -5.0268)  0.086
H (0.4292, -0.9324, -4.0427)  0.086
H (0.4415, -2.6072, -3.4091)  0.069
H (2.8987, -2.6751, -3.4700)  0.138
H (2.4849, 0.2086, -4.2947)  0.076
H (3.3108, -1.0233, -5.2919)  0.087
H (4.0260, -0.3547, -3.7773)  0.079
H (1.4270, -1.3794, -1.8074)  0.061
C (-4.6162, 2.4460, 3.5758)  -0.067
C (-3.4264, 1.5853, 3.2664)  -0.466
C (-3.2309, 1.2103, 1.8183)  -0.060
O (-2.2524, 2.3497, 3.6965)  -0.078
H (-4.6655, 3.3376, 2.9396)  0.089
H (-4.6921, 2.7497, 4.6181)  0.079
H (-5.5547, 1.9141, 3.3627)  0.083
H (-3.4888, 0.7232, 3.9470)  0.136
H (-4.0838, 0.6013, 1.4569)  0.080
H (-2.3913, 0.5181, 1.7505)  0.053
H (-3.1521, 2.0285, 1.1102)  0.088
H (-1.5039, 1.7375, 3.6654)  0.084
C (-1.7756, -2.3954, 1.9058)  -0.051
C (-0.4551, -3.1222, 1.6467)  -0.449
C (-0.6399, -4.2672, 0.6757)  -0.051
O (0.4880, -2.1774, 1.0766)  -0.092
H (-2.1259, -1.8409, 1.0424)  0.058
H (-1.6318, -1.7264, 2.7667)  0.080
H (-2.5840, -3.0492, 2.2574)  0.083
H (-0.0239, -3.5102, 2.5720)  0.140
H (0.1643, -5.0084, 0.7403)  0.085
H (-0.8019, -3.9209, -0.3334)  0.064
H (-1.4685, -4.8835, 1.0509)  0.086
H (0.9652, -1.7679, 1.8306)  0.068
C (3.6197, 0.7745, 3.8760)  -0.038
C (3.2183, -0.6589, 3.5732)  -0.511
C (2.5108, -1.3219, 4.7201)  -0.064
O (2.3276, -0.6912, 2.4960)  -0.105
H (2.9502, 1.4677, 3.3689)  0.084
H (4.6466, 0.9512, 3.5705)  0.076
H (3.4946, 0.9964, 4.9394)  0.074
H (4.1215, -1.2476, 3.3689)  0.137
H (3.0466, -1.1035, 5.6527)  0.080
H (2.4672, -2.4079, 4.6486)  0.076
H (1.5075, -0.9073, 4.8494)  0.086
H (2.7035, -0.2390, 1.6726)  0.072
O (3.1764, 0.3115, 0.0789)  -0.056
H (3.6175, -0.2988, -0.5345)  0.059
H (3.3017, 1.1963, -0.3276)  0.034
O (-0.4310, 3.5655, 1.4880)  -0.089
H (-0.2801, 2.7345, 0.9886)  -0.009
H (-0.9325, 3.2899, 2.2731)  -0.003
O (-0.1871, 0.9680, 0.1409)  -0.076
H (-0.5803, 0.3215, -0.5000)  0.023
H (0.6690, 0.5751, 0.4001)  0.031
O (-0.7681, -1.3617, -1.2881)  -0.081
H (-1.4671, -1.9825, -1.5343)  0.059
H (-0.2487, -1.8172, -0.5707)  0.027

Properties
HOMO = -10.0 eV
Molecular weight = 432.64 g mol⁻¹
SMILES = CC(C)O.CC(C)O.CC(C)O.CC(C)O.CC(C)O.CC(C)O.O.O.O.O
Gap between HOMO and LUMO = 10.435 eV
Charge = 0

***

ii.
DFT (ωB97M-V with the def2-TZVPD basis set) results for a 10-piece molecular cluster, C18H56O10 overall.

Last column: Löwdin charge in e.
Geometry (Å):
C (-0.8989, 3.6393, 1.7046)  -0.066
C (0.2957, 3.0487, 2.4477)  -0.275
O (0.0321, 1.6628, 2.6247)  -0.110
H (-1.8091, 3.5368, 2.2955)  0.057
H (-1.0481, 3.0785, 0.7819)  0.068
H (-0.6578, 4.6621, 1.4151)  0.077
H (0.5244, 3.5872, 3.3674)  0.112
H (1.2526, 3.1750, 1.9411)  0.107
H (-0.5662, 1.4891, 3.3551)  0.032
C (1.7010, -0.9844, -3.0795)  -0.050
C (2.4482, -0.0596, -4.0852)  -0.356
O (3.3962, 0.6711, -3.4617)  -0.080
H (1.2786, -0.4246, -2.2451)  0.046
H (2.4740, -1.6691, -2.7307)  0.067
H (0.9281, -1.5518, -3.5979)  0.065
H (1.8124, 0.6895, -4.5570)  0.094
H (2.9416, -0.5829, -4.9042)  0.112
H (3.0036, 1.1382, -2.7205)  0.023
C (-1.9240, 2.2406, -4.1674)  -0.078
C (-2.2388, 0.8051, -4.5611)  -0.338
O (-3.6231, 0.6242, -4.6822)  -0.066
H (-2.1530, 2.6060, -3.1663)  0.066
H (-2.3636, 3.0415, -4.7619)  0.075
H (-0.8419, 2.3027, -4.2822)  0.063
H (-1.7509, 0.1145, -3.8733)  0.088
H (-1.7280, 0.5763, -5.4964)  0.111
H (-3.7185, -0.3042, -4.9072)  0.074
C (2.6664, 3.6717, -2.6180)  -0.095
C (2.0923, 3.2582, -1.3254)  -0.342
O (2.3434, 1.9062, -1.2109)  -0.086
H (2.2241, 3.1400, -3.4605)  0.077
H (3.7245, 3.4426, -2.7448)  0.085
H (2.7351, 4.7527, -2.7394)  0.080
H (1.0211, 3.4582, -1.3486)  0.116
H (2.5060, 3.8202, -0.4880)  0.113
H (1.5692, 1.5270, -0.7884)  0.031
C (-3.5609, -1.6552, -2.1024)  -0.069
C (-4.2225, -0.5506, -1.2866)  -0.329
O (-4.0744, -0.8422, 0.0794)  -0.084
H (-3.6259, -2.6235, -1.6062)  0.080
H (-2.5050, -1.3940, -2.1723)  0.046
H (-3.9705, -1.8041, -3.1015)  0.066
H (-5.2745, -0.4868, -1.5648)  0.112
H (-3.8325, 0.4485, -1.4809)  0.109
H (-4.8112, -0.3037, 0.3773)  0.076
C (-3.3269, 0.9953, 3.0442)  -0.053
C (-2.8896, 0.4473, 4.3952)  -0.304
O (-1.5761, 0.8613, 4.5884)  -0.086
H (-3.1743, 2.0731, 2.9871)  0.066
H (-4.3610, 0.7388, 2.8141)  0.079
H (-2.6671, 0.5880, 2.2781)  0.054
H (-3.0528, -0.6079, 4.6146)  0.115
H (-3.4311, 0.9278, 5.2101)  0.111
H (-1.2836, 0.5599, 5.4517)  0.114
C (2.7612, -3.2723, 0.1611)  -0.076
C (3.2838, -4.1933, 1.2580)  -0.272
O (3.6992, -3.3775, 2.3732)  -0.098
H (3.5961, -2.6808, -0.2147)  0.080
H (2.0616, -2.5565, 0.5929)  0.059
H (2.3856, -3.8309, -0.6962)  0.080
H (4.1489, -4.7545, 0.9048)  0.109
H (2.5601, -4.9245, 1.6182)  0.101
H (3.5346, -3.8319, 3.2027)  0.096
C (-0.3719, -2.2936, 2.9407)  -0.079
C (-0.2288, -3.7564, 2.5256)  -0.328
O (-1.4521, -4.3919, 2.7390)  -0.064
H (-0.5850, -2.1827, 4.0039)  0.074
H (-1.2322, -1.8194, 2.4685)  0.062
H (0.5260, -1.7230, 2.7034)  0.068
H (0.5117, -4.2852, 3.1258)  0.111
H (0.0870, -3.7781, 1.4825)  0.097
H (-2.0985, -3.9292, 2.2008)  0.082
C (-0.6564, -0.2743, -0.1215)  -0.088
O (0.4074, 0.6738, 0.1597)  -0.145
H (-0.8295, -0.2343, -1.1969)  0.062
H (-0.4502, -1.2940, 0.2037)  0.070
H (-1.5751, 0.0359, 0.3763)  0.060
H (0.3591, 0.9714, 1.0711)  0.020
C (3.7995, 0.0099, 1.8388)  -0.175
O (4.7605, -0.8468, 2.4077)  -0.122
H (2.7692, -0.2774, 2.0491)  0.060
H (3.9121, 1.0077, 2.2628)  0.075
H (3.9066, 0.0836, 0.7566)  0.073
H (4.4005, -1.7347, 2.3476)  0.008

Properties
HOMO = -9.2 eV
Molecular weight = 432.64 g mol⁻¹
SMILES = CCO.CCO.CCO.CCO.CCO.CCO.CCO.CCO.CO.CO
Gap between HOMO and LUMO = 9.461 eV
Charge = 0

***

Most stable structure among those shown: i.